Entry 1:
Density functional theory data (the ωB97M-V functional and the def2-TZVPD basis) for a molecular structure, C4H4N2O in a non-equilibrium geometry.

Results
Charge: 0
HOMO energy, eV: -9.866
Lowest unoccupied orbital energy, eV: -0.20
Energy, Eh: -339.468663
Relative energy (zero: lowest compared OMol25 entry of this formula, charge and spin), eV: 3.075
2S+1: 1

The geometry in XYZ format:
```
11
C4H4N2O (the ωB97M-V functional and the def2-TZVPD basis)
O 2.21490 -1.37634 0.16723
C 1.15789 -0.79752 0.04256
C 1.05500 0.67728 -0.01539
C -0.14121 1.27839 -0.09189
N -1.34354 0.53225 -0.04275
C -1.14444 -0.83845 -0.24728
N -0.04958 -1.51100 -0.12597
H 1.97557 1.24743 0.03310
H -0.24542 2.35881 -0.20649
H -1.37867 -0.25208 0.93455
H -2.10050 -1.31877 -0.44766
```

Mulliken atomic charge list, values in e, 6 entries:
1. O -0.551
2. C 0.472
3. C -0.230
4. C -0.199
5. N -0.512
6. C -0.086


Entry 2:
Density functional theory data (the ωB97M-V functional and the def2-TZVPD basis) for a molecular structure, C5H14PS in a non-equilibrium geometry.

Results
Charge: +1
HOMO energy, eV: -14.025
Lowest unoccupied orbital energy, eV: -5.49
Energy, Eh: -938.099196
Relative energy (zero: lowest compared OMol25 entry of this formula, charge and spin), eV: 2.978
2S+1: 1

The geometry in XYZ format:
```
21
C5H14PS (the ωB97M-V functional and the def2-TZVPD basis)
C 1.93871 -0.78868 -2.42805
C -2.40230 -0.49620 -0.93757
C 0.66825 3.53895 0.58956
C 1.46531 -1.29602 -1.10544
C -1.06677 0.28827 -1.22279
P 0.08030 -0.46046 -0.07578
S 1.42260 1.90561 0.16599
H 1.43600 -1.37911 -3.12818
H 1.56984 0.27804 -2.54595
H 3.04757 -0.89201 -2.38615
H -2.90892 0.04629 -0.17006
H -3.02850 -0.52331 -1.84413
H -2.28289 -1.55201 -0.62811
H -0.36205 3.27884 0.66790
H 1.06861 3.98058 1.55992
H 0.96436 4.26023 -0.16141
H 2.26023 -1.47456 -0.35233
H 0.84061 -2.24054 -1.00956
H -1.11843 1.28850 -1.01993
H -0.73977 0.23525 -2.28755
H 1.10822 1.74915 1.49791
```

Mulliken atomic charge list, values in e, 6 entries:
1. C -0.846
2. C -1.178
3. C -0.817
4. C -0.569
5. C -0.390
6. P 0.204


Entry 3:
Density functional theory data (the ωB97M-V functional and the def2-TZVPD basis) for a molecular structure, C19H38N3O2PSiW in a non-equilibrium geometry.

Results
Charge: 0
HOMO energy (spin up / spin down), eV: -5.356 / -6.759
Lowest unoccupied orbital energy (spin up / spin down), eV: 0.48 / -0.18
Expectation value of S²: 2.03
Energy, Eh: -1759.398787
2S+1: 3

The geometry in XYZ format:
```
65
C19H38N3O2PSiW (the ωB97M-V functional and the def2-TZVPD basis)
W 0.02641 -0.00848 -1.12923
Si 0.27679 -2.18869 -2.11839
P 0.64819 1.21867 -2.96408
N -1.82853 0.13862 -1.00671
H 3.71543 1.96091 -0.18973
C 0.98038 2.96328 -2.58509
H 1.33923 3.46121 -3.49770
H 1.74581 3.02151 -1.79739
H 0.05768 3.44887 -2.24152
C 2.15037 0.69439 -3.83744
H 2.27561 1.36940 -4.69556
H 2.04852 -0.34000 -4.18914
H 3.01278 0.77830 -3.16035
C -0.69743 1.24884 -4.18828
H -0.37228 1.86541 -5.03874
H -1.59440 1.69051 -3.73126
H -0.92702 0.22961 -4.52781
C 2.00039 -2.99944 -2.16127
H 2.34163 -3.15950 -1.13040
H 2.70762 -2.35965 -2.70279
H 1.93671 -3.97340 -2.66985
H -0.50963 -3.28157 -1.48221
H -0.09606 -2.32926 -3.55902
C -3.14171 0.13715 -1.11876
C -5.35494 1.06833 -0.64830
C -3.97885 1.13281 -0.48961
C -3.76152 -0.88883 -1.91699
C -5.13878 -0.92120 -2.06094
C -5.92965 0.04762 -1.42247
H -5.98483 1.82401 -0.17221
H -3.51289 1.93472 0.08719
H -3.12091 -1.63002 -2.40907
H -5.58956 -1.70215 -2.67702
H -7.01180 0.01544 -1.53735
C 3.25950 0.96979 -0.00394
O 1.96231 0.63065 -0.59282
C 3.03009 0.89215 1.48871
H 3.95290 1.00820 2.07639
H 2.57901 -0.07737 1.72751
H 2.31805 1.67452 1.76090
C 4.30334 -0.01495 -0.52954
H 5.27571 0.49076 -0.65968
H 4.02236 -0.43839 -1.49753
H 4.46593 -0.82353 0.19560
C -0.81961 1.58596 1.93887
N -0.58860 0.58213 2.96019
C -0.17489 1.04384 4.26519
C -0.52268 -0.01532 5.27628
C 0.12387 -1.33136 4.93079
N 0.06118 -1.59924 3.51392
C 0.42751 -2.93748 3.11003
C -0.26245 -0.68501 2.54746
O -0.24388 -1.02045 1.33066
H -1.21943 2.48138 2.43111
H -1.54786 1.22669 1.20498
H 0.11355 1.86062 1.41743
H 0.90870 1.25698 4.28931
H -0.70392 1.97661 4.46966
H -1.60802 -0.14859 5.30689
H -0.19543 0.29863 6.26935
H -0.37255 -2.15677 5.46050
H 1.18036 -1.33342 5.25109
H 1.42910 -3.19160 3.48690
H -0.28282 -3.66897 3.52245
H 0.41595 -3.00387 2.02082
```

Mulliken atomic charge list, values in e, 6 entries:
1. W 0.107
2. Si 0.420
3. P 1.104
4. N -0.133
5. H 0.243
6. C -1.214


Entry 4:
Density functional theory data (the ωB97M-V functional and the def2-TZVPD basis) for C21H29N3O6S in the gas phase.

Results
Charge: 0
HOMO energy, eV: -8.312
Lowest unoccupied orbital energy, eV: 0.56
SMILES string: CCOC(=O)N1CCN(C(=O)CCS(=O)(=O)c2ccc3c(c2)CCN3C(=O)CC)CC1
Energy, Eh: -1831.568116
Relative energy (zero: lowest compared OMol25 entry of this formula, charge and spin), eV: 0.836
2S+1: 1

The geometry in XYZ format:
```
60
C21H29N3O6S (the ωB97M-V functional and the def2-TZVPD basis)
C -0.38009 -2.21285 -1.04971
C 0.91002 -2.72455 -1.67178
O 1.92680 -2.78982 -0.66806
C 3.06492 -2.12528 -0.89672
O 3.34244 -1.55584 -1.92711
N 3.93267 -2.22746 0.16309
C 5.04789 -1.30173 0.18112
C 4.67770 -0.08753 1.07624
N 3.24256 -0.06020 1.23501
C 2.39208 0.48807 0.32872
O 1.20307 0.22276 0.32831
C 2.97321 1.47578 -0.66298
C 1.83947 2.10522 -1.44130
S 0.70844 2.97787 -0.28014
O 0.32545 4.20366 -0.93760
O 1.36150 3.10994 0.99840
C -0.76492 1.97008 -0.11763
C -1.46933 1.64475 -1.25901
C -2.57571 0.81054 -1.19064
C -2.94578 0.32306 0.05334
C -2.24625 0.68921 1.20704
C -1.14819 1.51435 1.13212
C -2.87456 0.05575 2.41167
C -4.00823 -0.79539 1.81407
N -3.99858 -0.53694 0.37448
C -4.84358 -1.11312 -0.52952
O -4.72815 -0.94576 -1.72631
C -5.97921 -1.94487 0.04006
C -7.17764 -1.04074 0.33559
C 2.76480 -1.17789 2.02774
C 3.41154 -2.48117 1.49037
H -1.14339 -2.10928 -1.81532
H -0.73097 -2.90800 -0.29081
H -0.20689 -1.24485 -0.58561
H 1.25295 -2.06231 -2.47223
H 0.78522 -3.73679 -2.07044
H 5.93042 -1.81769 0.56754
H 5.23486 -0.99828 -0.84938
H 5.04265 0.84348 0.64959
H 5.11273 -0.20159 2.07320
H 3.51708 2.25219 -0.12337
H 3.64659 0.94874 -1.34435
H 2.18510 2.86164 -2.13963
H 1.24444 1.35454 -1.95285
H -1.15337 2.05224 -2.20646
H -3.12725 0.53900 -2.07420
H -0.57070 1.79909 1.99617
H -3.25722 0.81590 3.09469
H -2.15515 -0.55301 2.95988
H -3.83341 -1.86039 1.99700
H -4.97656 -0.52516 2.24136
H -5.68014 -2.49046 0.93381
H -6.26291 -2.66377 -0.73008
H -7.48534 -0.52893 -0.57278
H -8.01354 -1.63285 0.70059
H -6.93404 -0.28945 1.08370
H 1.67998 -1.20619 1.91923
H 3.02227 -1.01398 3.07756
H 4.25216 -2.79193 2.11543
H 2.68517 -3.28983 1.44452
```

Mulliken atomic charge list, values in e, 6 entries:
1. C -0.431
2. C -0.715
3. O -0.318
4. C 0.961
5. O -0.668
6. N -0.036


What is the formula in the fourth record?
C21H29N3O6S